{
  "formula": "C38H49Cl4CrIN7O10P3S",
  "method": "ωB97M-V/def2-TZVPD",
  "charge": 1,
  "mol_weight_g_mol": 1209.5,
  "multiplicity": 4,
  "homo_lumo_gap_ev": [8.570, 8.672],
  "elements": ["Cr", "N", "C", "C", "P", "O", "O", "O", "P", "O", "O", "O", "H", "H", "H", "H", "H", "H", "H", "H", "Cl", "C", "C", "O", "O", "H", "H", "N", "C", "C", "C", "C", "C", "C", "C", "N", "C", "C", "N", "C", "H", "H", "H", "H", "H", "H", "H", "Cl", "C", "C", "C", "C", "C", "C", "N", "C", "C", "N", "C", "O", "C", "C", "C", "Cl", "S", "C", "C", "C", "Cl", "C", "H", "H", "H", "H", "H", "H", "H", "H", "H", "H", "H", "H", "H", "C", "C", "P", "C", "C", "C", "C", "H", "H", "H", "H", "H", "H", "H", "H", "H", "H", "H", "H", "H", "H", "H", "N", "C", "O", "C", "I", "H", "H", "H", "H"],
  "positions_angstrom": [[0.123, 0.329, -0.290], [0.857, 3.479, 4.054], [-0.255, 3.419, 3.025], [-1.451, 4.249, 3.455], [-0.783, 1.635, 2.816], [0.160, 0.978, 3.974], [-2.203, 1.438, 3.162], [-0.327, 1.098, 1.480], [0.649, 4.036, 1.515], [0.779, 5.587, 1.997], [1.996, 3.388, 1.704], [-0.135, 3.965, 0.264], [0.949, 4.426, 4.420], [1.709, 3.261, 3.476], [0.728, 2.797, 4.801], [-1.931, 3.826, 4.338], [-2.190, 4.247, 2.655], [-1.157, 5.281, 3.647], [-0.330, 0.276, 4.422], [0.586, 6.208, 1.285], [2.801, -2.712, -1.231], [1.499, -2.807, -2.443], [0.978, -1.430, -2.847], [0.994, -1.130, -4.035], [0.502, -0.642, -1.949], [0.700, -3.420, -2.024], [1.918, -3.284, -3.322], [9.455, 2.977, 3.721], [8.473, 2.465, 3.417], [7.238, 1.831, 3.042], [7.057, 0.468, 3.264], [5.866, -0.135, 2.902], [4.860, 0.630, 2.331], [5.022, 1.994, 2.122], [6.219, 2.592, 2.471], [3.633, 0.020, 1.955], [2.899, -0.897, 2.684], [1.756, -1.092, 1.987], [1.786, -0.339, 0.834], [2.918, 0.328, 0.859], [7.852, -0.114, 3.707], [5.725, -1.198, 3.047], [4.200, 2.577, 1.721], [6.367, 3.651, 2.313], [3.239, -1.290, 3.625], [0.926, -1.726, 2.230], [3.278, 1.001, 0.103], [0.146, -2.873, -7.079], [-0.700, -3.373, -5.664], [-0.215, -4.412, -4.889], [-0.898, -4.771, -3.743], [-2.071, -4.133, -3.321], [-2.679, -4.662, -2.014], [-3.518, -3.707, -1.147], [-2.753, -2.703, -0.399], [-3.111, -2.192, 0.830], [-2.215, -1.214, 1.123], [-1.297, -1.132, 0.096], [-1.658, -2.047, -0.798], [-1.604, -5.203, -1.276], [-2.005, -6.180, -0.317], [-0.790, -6.893, 0.180], [0.247, -6.274, 0.803], [0.342, -4.607, 1.174], [1.513, -7.346, 1.225], [0.650, -8.671, 0.569], [-0.545, -8.290, 0.047], [-2.562, -3.141, -4.172], [-4.110, -2.356, -3.971], [-1.880, -2.750, -5.317], [0.691, -4.929, -5.174], [-0.501, -5.566, -3.129], [-3.353, -5.490, -2.279], [-4.071, -4.298, -0.418], [-4.241, -3.188, -1.761], [-3.975, -2.544, 1.366], [-2.188, -0.562, 1.981], [-1.167, -2.235, -1.734], [-2.680, -6.901, -0.792], [-2.539, -5.706, 0.516], [1.079, -9.659, 0.601], [-1.240, -8.974, -0.419], [-2.286, -1.965, -5.939], [-0.990, 2.345, -3.966], [-1.304, 2.909, -2.573], [-1.739, 1.608, -1.357], [-2.904, 2.311, -0.111], [-3.336, 3.761, -0.313], [-2.881, 0.557, -2.340], [-4.080, 1.310, -2.917], [-0.308, 3.009, -4.497], [-1.890, 2.251, -4.573], [-0.523, 1.361, -3.923], [-2.135, 3.613, -2.621], [-0.459, 3.448, -2.155], [-2.434, 2.200, 0.862], [-3.773, 1.649, -0.108], [-2.468, 4.418, -0.347], [-3.968, 4.064, 0.522], [-3.916, 3.895, -1.227], [-3.241, -0.231, -1.675], [-2.304, 0.068, -3.129], [-4.718, 1.710, -2.129], [-4.686, 0.636, -3.522], [-3.777, 2.141, -3.554], [2.067, 1.577, -3.341], [2.091, 2.118, -2.130], [1.461, 1.712, -1.147], [2.949, 3.344, -1.951], [4.976, 2.738, -1.631], [1.579, 0.705, -3.550], [2.695, 1.921, -4.048], [2.635, 3.880, -1.063], [2.949, 3.985, -2.828]],
  "lowdin_charge": [0.766, 0.161, -0.474, -0.070, 0.370, -0.148, -0.274, -0.391, 0.316, -0.145, -0.321, -0.283, 0.162, 0.121, 0.141, 0.088, 0.085, 0.084, 0.095, 0.082, 0.626, -0.471, -0.665, 0.038, -0.188, 0.054, 0.076, 0.171, -0.175, -0.221, -0.009, 0.006, -0.178, -0.028, -0.010, 0.013, -0.015, -0.120, -0.017, -0.124, 0.127, 0.122, 0.080, 0.128, 0.130, 0.099, 0.083, 0.723, -0.671, -0.092, -0.023, -0.160, -0.264, -0.067, -0.020, -0.015, -0.078, -0.019, -0.133, -0.147, -0.149, -0.316, -0.971, 0.690, 1.023, -0.399, -0.134, -0.554, 0.767, -0.134, 0.119, 0.129, 0.163, 0.130, 0.062, 0.132, 0.088, 0.126, 0.136, 0.129, 0.073, 0.116, 0.108, -0.130, -0.349, 1.024, -0.354, -0.137, -0.391, -0.121, 0.076, 0.068, 0.046, 0.078, 0.057, 0.025, 0.085, 0.056, 0.078, 0.065, 0.061, 0.070, 0.069, 0.059, 0.063, 0.235, -0.617, -0.097, -0.510, 0.912, 0.079, 0.129, 0.044, 0.057]
}

---

{
  "formula": "C6H12O2",
  "method": "ωB97M-V/def2-TZVPD",
  "mol_weight_g_mol": 116.2,
  "homo_lumo_gap_ev": 9.597,
  "elements": ["C", "C", "C", "C", "C", "C", "O", "O", "H", "H", "H", "H", "H", "H", "H", "H", "H", "H", "H", "H"],
  "positions_angstrom": [[-0.865, 0.161, -0.031], [-0.768, 1.500, 0.663], [-1.110, 0.215, -1.517], [1.917, 0.117, 0.950], [1.018, -0.752, 0.126], [1.478, -1.651, -0.759], [-0.363, -0.944, 0.588], [-2.508, -0.439, 0.646], [-2.670, -1.253, 1.142], [-1.001, -0.753, -2.006], [-0.659, 1.369, 1.739], [0.033, 2.129, 0.267], [-1.684, 2.064, 0.470], [-0.505, 0.977, -2.011], [-2.165, 0.477, -1.648], [2.938, -0.275, 0.942], [1.587, 0.130, 1.990], [1.984, 1.131, 0.551], [2.536, -1.869, -0.834], [0.809, -2.333, -1.268]],
  "lowdin_charge": [-0.425, -0.020, -0.009, -0.037, -0.350, 0.096, -0.036, -0.201, 0.015, 0.090, 0.099, 0.085, 0.100, 0.094, 0.098, 0.086, 0.095, 0.077, 0.071, 0.074]
}